Computed, not measured: an isolated molecule of C20H21N3O4S, with wB97M-V/def2-TZVPD.

```
49
Properties=species:S:1:pos:R:3:forces:R:3
C 8.472 -1.167 0.175 -0.0090 4.2210 -11.0335
C 7.121 -0.829 0.185 -3.6798 0.8898 0.5652
C 6.321 -1.337 1.115 -3.9283 -5.4937 5.6618
C 4.876 -1.155 1.223 1.4925 -0.6011 -0.7473
C 4.275 -0.365 0.237 -5.2815 -2.5426 6.6464
N 2.906 -0.100 0.417 -4.0843 1.3983 1.5699
C 2.136 1.084 -0.090 0.7961 -3.1939 -2.5029
O 2.515 1.759 -1.092 -1.4980 -1.5274 4.1284
C 0.610 0.951 0.417 2.7119 1.6122 -2.9423
C 0.039 -0.332 0.732 -8.0701 11.5710 1.1100
C -1.369 -0.172 1.111 3.1659 2.2782 -1.4912
C -1.912 1.202 0.936 -7.2428 -10.4452 5.3167
N -3.420 1.187 1.529 7.6579 -12.6060 -1.5747
S -4.400 0.026 0.832 7.3799 -6.6052 11.0856
O -4.004 -1.211 1.937 -0.4471 3.4816 -5.0904
O -5.694 0.249 1.116 -8.1465 3.2484 -0.0407
C -3.974 -0.452 -0.612 1.0132 -5.9614 -3.5070
C -4.181 0.187 -1.859 -1.5549 5.8535 6.3952
C -4.588 1.655 -1.743 -7.1467 -4.3366 -3.3919
N -3.781 -0.344 -2.844 2.4660 -5.9437 -5.2254
O -3.386 -1.737 -2.324 -1.3109 1.5534 0.4114
C -3.628 -1.844 -0.958 0.1555 7.2593 -5.5175
C -3.182 -3.076 -0.575 -5.8124 1.2830 7.5462
C -1.375 2.298 0.720 3.8113 7.4256 -4.2332
C -0.062 2.184 0.157 -0.2225 -0.9583 3.6855
C 4.993 0.337 -0.518 2.7016 5.9850 -7.4963
C 6.306 -0.009 -0.510 4.6874 5.1503 -7.4877
C 7.206 0.819 -1.842 -2.1757 0.2273 2.8093
H 9.121 -0.392 0.289 1.8152 2.4640 0.1310
H 8.788 -1.710 -0.858 -0.6946 1.5291 1.7570
H 8.717 -1.820 0.732 2.6525 -8.5247 8.1101
H 6.750 -2.219 1.803 -0.8774 2.2238 -1.0855
H 4.107 -1.547 1.929 1.6079 -0.2763 -0.0818
H 2.382 -0.588 1.290 2.0339 1.6809 -2.8446
H 0.406 -1.170 0.714 4.4711 -8.5023 -0.0408
H -1.993 -0.931 1.588 -0.0033 0.1780 -0.4530
H -3.733 1.955 1.447 -5.6970 13.5140 -1.3383
H -3.822 2.156 -1.519 6.0228 4.1360 2.5231
H -5.461 1.674 -1.043 0.9263 0.4810 -0.4581
H -4.915 2.069 -2.727 0.0245 -0.5230 0.6731
H -3.762 -3.880 -0.597 -2.2953 -3.5438 -1.6370
H -3.480 -2.967 0.668 0.8182 0.0829 -2.4237
H -2.262 -3.162 -0.423 8.0122 -1.0139 0.1578
H -1.880 3.307 0.634 0.4226 -1.4393 0.4733
H 0.392 3.170 0.082 0.8028 -0.6921 -0.8029
H 4.502 1.246 -1.335 1.7822 -3.2500 2.8358
H 7.994 1.373 -1.354 0.4948 0.0223 0.3410
H 7.701 0.020 -2.409 -0.6777 0.5639 -0.5621
H 6.565 1.693 -2.278 0.9297 -2.3334 0.0758
```
Positions in Å, forces in eV/Å.

The calculation puts the orbital gap at 8.3 eV. The molecular weight comes out at 399.472 g mol⁻¹. As for the energy above the lowest of the compared OMol25 structures with the same formula, charge and spin: 470.76 kcal per mole. The HOMO energy comes out at -8.48 eV. The SMILES is Cc1ccc(NC(=O)c2ccc(NS(=O)(=O)c3c(C)noc3C)cc2)cc1C.

Atomic partial charges in e from the Löwdin method, atoms 1 to 5: number 1, C, carries -0.028; number 2, C, carries -0.335; number 3, C, carries -0.039; number 4, C, carries 0.013; number 5, C, carries -0.361